Record 1
13
Properties=species:S:1:pos:R:3:forces:R:3:lowdin_charge:R:1 method="wB97M-V/def2-TZVPD" gap_ev=7.72 e_tot_ev=-9366.3766 homo_energy_ev=-3.82 max_force_ev_per_a=8.70 e_lumo_ev=3.90 total_charge=-1
C 0.9395 1.3617 1.9283 5.737 4.979 -4.240 -0.025
C 0.7997 1.4003 0.3414 -0.277 -0.066 -1.258 -0.729
O 0.5892 2.5396 -0.0926 -0.202 0.767 -0.332 -0.100
O 0.9365 0.3554 -0.4120 0.028 1.113 2.471 -0.160
H 1.8853 0.8898 1.9335 0.929 -0.981 1.186 0.041
H 0.2055 0.9335 2.3137 -6.115 -4.560 3.493 -0.050
H 1.0072 2.3838 2.4446 0.043 -1.171 -1.287 0.087
C -1.2931 -1.3513 -1.2113 -0.704 -0.476 -2.391 -0.145
O -0.9563 -2.7215 -1.8007 3.701 2.023 -1.050 -0.259
H 0.0643 -2.6786 -2.1577 -3.881 0.069 1.527 0.134
H -0.7139 -1.1943 -0.3248 0.063 0.073 0.503 0.022
H -1.0627 -0.3933 -1.8995 -0.555 -2.508 1.268 0.112
H -2.4011 -1.5251 -1.0630 1.234 0.739 0.109 0.071

Record 2
13
Properties=species:S:1:pos:R:3:forces:R:3:lowdin_charge:R:1 method="wB97M-V/def2-TZVPD" gap_ev=8.11 e_tot_ev=-9367.7292 homo_energy_ev=-4.01 max_force_ev_per_a=2.99 e_lumo_ev=4.10 total_charge=-1
C -0.3136 2.4092 0.2530 0.287 -0.625 -2.601 -0.053
C 0.1096 1.1958 -0.7388 0.310 1.157 1.265 -0.794
O -0.7406 0.8062 -1.5539 -0.120 -0.396 -0.154 -0.095
O 1.2819 0.8046 -0.5143 -0.340 -0.307 -0.412 -0.122
H -0.9642 3.0777 -0.3225 -0.413 -0.241 0.343 0.038
H 0.6194 2.9577 0.3421 0.006 -0.094 1.128 0.037
H -0.8148 1.9418 1.0919 0.246 0.440 0.477 0.042
C 0.4845 -2.2043 0.5067 -2.386 1.002 -1.491 -0.118
O -0.5894 -2.8792 -0.2413 0.725 -0.379 0.615 -0.166
H -1.0465 -2.1925 -0.7133 -0.203 0.466 -0.422 0.042
H 0.2456 -1.1369 0.4582 0.208 -0.041 0.383 0.047
H 1.3853 -2.2410 -0.0951 0.602 -0.678 0.757 0.075
H 0.3427 -2.5391 1.5272 1.080 -0.303 0.112 0.067

Record 3
13
Properties=species:S:1:pos:R:3:forces:R:3:lowdin_charge:R:1 method="wB97M-V/def2-TZVPD" gap_ev="6.66 / 6.61" s2=0.758 e_tot_ev=-9360.0658 homo_energy_ev="0.52 / 0.56" max_force_ev_per_a=4.21 e_lumo_ev="7.18 / 7.18" total_charge=-2 spin_multiplicity=2
O -2.7855 0.2706 0.2218 0.382 0.575 -0.415 -0.395
C -1.8124 0.9770 -0.4158 -0.801 -0.725 0.494 -0.561
C -0.3787 0.6080 -0.0360 0.052 -0.103 0.528 -0.281
O -0.0730 -0.7130 -0.4396 -0.179 -0.001 -0.772 -0.213
C 1.2630 -1.0580 -0.2908 1.474 -0.509 3.916 -0.193
H -1.8628 2.0847 -0.2289 0.072 0.243 0.017 0.059
H -1.8556 0.8894 -1.5357 0.061 0.003 -0.140 0.067
H -0.2515 0.6885 1.0627 -0.042 -0.015 -0.296 0.121
H 0.3290 1.3130 -0.5172 0.029 -0.037 -0.045 0.092
H 1.5703 -1.3032 0.9158 -0.892 0.254 -2.758 0.058
H 1.5298 -1.9461 -0.8911 -0.251 0.457 0.081 0.058
H 1.9553 -0.2120 -0.4445 -0.140 -0.079 -0.679 0.051
O 2.3721 -1.5989 2.5994 0.235 -0.063 0.068 -0.863

Record 4
15
Properties=species:S:1:pos:R:3:forces:R:3:lowdin_charge:R:1 method="wB97M-V/def2-TZVPD" gap_ev=5.56 e_tot_ev=-29490.7158 homo_energy_ev=0.79 max_force_ev_per_a=3.28 e_lumo_ev=6.34 total_charge=-2
C -1.3391 0.8569 1.0903 2.025 -0.191 0.667 -0.163
C 2.1678 0.4847 -0.5288 0.058 -2.395 -2.239 -0.733
C -0.9866 0.0783 -0.1974 -0.700 0.268 0.275 -0.501
O -0.2856 -2.4676 0.9604 -0.058 0.503 0.249 -0.413
O -0.0806 -2.2585 -1.5678 -0.017 0.448 -0.240 -0.405
O -2.0678 -0.9551 -0.3424 0.577 -1.147 -0.451 -0.308
P -0.5275 -1.6581 -0.2757 -1.513 0.038 0.271 0.289
S 1.1159 1.9325 -0.5764 1.513 1.867 -0.219 0.115
H -0.5626 1.6538 1.3487 -1.258 -0.925 -0.640 0.012
H -2.3569 1.2463 1.0583 -0.093 0.139 -0.249 0.042
H -1.2927 0.1284 1.9281 -0.203 0.252 -0.393 0.055
H 3.0434 0.3400 -1.3638 -1.722 0.728 1.799 0.024
H 1.3744 -0.3240 -0.8823 2.308 0.931 1.097 -0.029
H 2.6233 0.2673 0.4724 -0.512 -0.013 -0.835 -0.010
H -0.8253 0.6750 -1.1237 -0.406 -0.505 0.908 0.026

Record 5
14
Properties=species:S:1:pos:R:3:forces:R:3:lowdin_charge:R:1 method="wB97M-V/def2-TZVPD" gap_ev=6.76 e_tot_ev=-20200.0270 homo_energy_ev=-2.79 max_force_ev_per_a=4.49 e_lumo_ev=3.96 total_charge=-1
C 1.1799 -0.9757 -0.5491 -2.738 3.519 0.343 -0.069
C -0.9204 1.2942 0.5008 -2.090 -0.080 2.986 -0.443
C 1.7706 0.1801 0.2137 -0.306 0.274 -0.835 -0.356
O -2.1019 0.1156 -1.4506 0.254 -0.585 -1.350 -0.584
O -2.0882 -1.1163 0.9310 1.013 0.150 -1.101 -0.437
O 2.3626 1.0650 -0.3511 0.619 0.400 0.377 -0.008
S -2.3035 0.4089 -0.0328 0.475 0.092 1.978 0.672
H 1.5553 -1.3824 -1.4025 1.900 -0.038 -2.784 0.040
H 1.2125 -1.7502 0.0768 -0.758 -3.350 2.897 0.015
H 0.1198 -0.6276 -0.8025 1.273 -0.736 0.533 0.070
H -0.6186 2.0692 -0.1934 -0.135 0.162 -0.069 -0.032
H -1.3528 1.6741 1.5918 1.411 -0.485 -2.596 0.018
H 1.5486 0.2143 1.3187 0.266 -0.149 -0.764 0.111
H -1.2006 -1.5043 0.6790 -1.184 0.825 0.384 0.003

Record 6
14
Properties=species:S:1:pos:R:3:forces:R:3:lowdin_charge:R:1 method="wB97M-V/def2-TZVPD" gap_ev=6.66 e_tot_ev=-20200.3448 homo_energy_ev=-2.82 max_force_ev_per_a=3.58 e_lumo_ev=3.84 total_charge=-1
C 1.1088 -0.1043 -1.3813 1.427 -3.144 -0.931 -0.069
C -0.8043 0.5079 1.6112 -2.155 -1.079 2.039 -0.450
C 1.5728 -0.5092 0.0181 0.971 0.724 0.124 -0.316
O -1.2871 1.6061 -0.6553 0.615 1.540 -1.175 -0.568
O -1.9157 -0.8535 -0.3278 -3.011 1.801 -0.491 -0.390
O 2.5946 -1.1107 0.3358 -0.765 0.228 -0.775 -0.044
S -1.9547 0.7945 0.3419 0.517 -2.503 1.372 0.716
H 0.6650 0.8424 -1.3469 -0.575 1.442 -0.039 0.016
H 1.8337 -0.2731 -2.2562 -0.683 0.390 1.479 0.092
H 0.2717 -0.8155 -1.5729 0.278 0.579 -0.050 0.067
H -0.3874 1.3723 2.0977 0.248 0.986 -0.514 -0.043
H -1.3817 0.0384 2.5171 0.628 0.322 -1.664 -0.005
H 0.8555 -0.1143 0.7932 0.354 -0.580 -0.375 0.035
H -1.1713 -1.3809 -0.1746 2.152 -0.707 1.001 -0.042

Record 7
15
Properties=species:S:1:pos:R:3:forces:R:3:lowdin_charge:R:1 method="wB97M-V/def2-TZVPD" gap_ev=9.40 e_tot_ev=-22250.3098 homo_energy_ev=-5.36 smiles="CC(C)(O)S(=O)(=O)[O-]" max_force_ev_per_a=5.79 e_lumo_ev=4.03 total_charge=-1
C -0.8065 -0.4588 1.2363 2.076 -1.208 1.135 -0.080
C -0.3084 0.1308 -0.0255 1.595 4.625 3.102 -0.588
C -0.7405 -0.2330 -1.3026 -3.614 0.628 -3.336 -0.115
O -0.5022 1.8145 0.1626 2.542 -3.428 -0.412 -0.154
S 1.4895 -0.0836 -0.0265 0.343 -2.101 0.062 0.428
O 1.5825 -1.5489 -0.3242 0.329 1.759 0.389 -0.389
O 1.9687 0.7936 -1.0777 0.274 0.188 -0.373 -0.349
O 1.9320 0.2957 1.3021 0.338 -0.001 0.199 -0.356
H -0.2350 0.0840 2.0064 -0.307 -0.359 -0.073 0.077
H -1.8035 -0.1875 1.3699 -1.991 -0.159 0.225 0.053
H -0.5207 -1.5714 1.3855 -0.857 1.732 -0.577 0.127
H -0.1433 -1.0991 -1.4492 0.053 -1.098 -1.274 0.058
H -0.5557 0.6166 -2.0544 -0.092 -1.570 1.057 0.124
H -1.8629 -0.4817 -1.2956 1.449 0.245 -0.242 0.112
H 0.5060 1.9289 0.0931 -2.138 0.748 0.117 0.051

Record 8
12
Properties=species:S:1:pos:R:3:forces:R:3:lowdin_charge:R:1 method="wB97M-V/def2-TZVPD" gap_ev=7.23 e_tot_ev=-16107.4230 homo_energy_ev=-2.97 max_force_ev_per_a=0.89 e_lumo_ev=4.26 total_charge=-1
C -1.2633 -2.1450 1.6365 -0.434 -0.387 0.162 -0.680
S -0.3753 -0.5683 1.7152 -0.115 0.135 0.144 0.258
H -1.3716 -2.6252 0.6560 0.388 0.271 -0.092 0.000
H -2.2957 -2.0582 1.9930 0.041 0.200 0.111 -0.018
H -0.7764 -2.8565 2.3014 0.041 -0.228 -0.018 -0.024
C 0.7596 2.1890 -1.8934 0.210 -0.210 -0.429 -0.044
C 1.0502 1.3852 -0.8657 0.396 0.717 -0.349 -0.394
O 0.8676 0.0802 -0.8561 -0.595 -0.517 0.197 -0.138
H 1.1300 3.2049 -1.9285 -0.188 0.067 0.192 0.017
H 0.2986 1.7838 -2.7886 -0.030 0.035 0.043 0.033
H 1.5655 1.8426 -0.0202 -0.114 -0.179 0.355 0.098
H 0.4108 -0.2324 0.0503 0.400 0.096 -0.315 -0.109